Record 1
Below is an isolated molecule of C24H30ClFN4O5S, with properties calculated with the ωB97M-V functional and the def2-TZVPD basis.

The geometry in ORCA input format:
```
! wB97M-V def2-TZVPD RIJCOSX def2/J DEFGRID3
* xyz 0 1
N -1.411 -3.489 0.287
C -2.465 -5.319 1.685
C 0.947 -2.098 -1.117
C 0.390 0.248 -1.101
C -4.632 1.309 -0.109
H -1.466 0.896 -1.619
C -1.796 3.311 -1.211
F -5.217 0.577 3.368
H -1.893 4.183 -0.556
H -3.201 -1.155 -0.221
H -0.680 -5.399 0.483
C -5.229 0.804 1.029
C -3.467 2.086 -0.036
H 6.102 -1.528 0.620
N -1.408 -1.340 -1.218
H 3.053 -2.538 -1.019
H -2.182 -6.185 2.277
O -2.967 2.525 -1.223
C -1.854 -2.547 -1.897
C 2.290 -1.777 -1.039
H -1.007 -2.024 1.678
C -4.646 1.076 2.256
C -0.023 -1.100 -1.130
H 3.323 1.465 1.063
H -2.749 -2.280 -2.473
C 2.671 -0.451 -0.989
H 3.932 0.732 2.571
H -6.126 0.211 0.968
O 0.395 3.048 -0.251
C -1.832 -2.310 1.018
N 4.576 -0.164 0.825
N -0.598 1.232 -1.214
H -1.939 -4.649 -1.351
H -1.081 -2.854 -2.601
H 5.517 2.418 0.565
H 7.120 0.676 0.282
H -0.539 -4.376 1.919
H 2.064 1.593 -1.034
H 5.105 2.881 2.246
C 4.196 1.033 1.551
H -1.880 -0.212 0.486
O 4.619 1.285 -1.323
C -2.198 -3.684 -0.912
C -0.530 2.525 -0.828
H -3.062 2.021 3.330
H -2.001 2.911 1.303
C 1.738 0.566 -1.029
C 5.344 2.047 1.584
C 5.831 -0.719 1.297
H 0.638 -3.131 -1.126
S 4.405 -0.053 -0.846
C -3.495 1.831 2.362
Cl -5.302 0.969 -1.659
H -3.281 -3.685 -0.704
H -3.131 -5.648 0.891
O 6.523 1.462 2.096
H -3.003 -4.628 2.329
H -1.678 3.663 -2.241
C -2.907 2.333 1.213
H -2.726 -2.483 1.640
H 5.668 -1.111 2.305
C -2.136 -1.168 0.028
H 7.839 -0.022 1.768
C 6.921 0.356 1.316
C -1.207 -4.666 1.103
O 5.181 -1.111 -1.426
*
```

The value obtained for the energy above the lowest of the compared OMol25 structures with the same formula, charge and spin is 30.35 kJ/mol. For the maximum force, the calculation gives 1.003 eV Å⁻¹. Its HOMO-LUMO gap is 8.8 eV.

natural (NBO) atomic charge list, values in e, 2 entries: -0.46 -0.64


Record 2
Below is a cluster of 2 separate species, C3H8IN in total, with properties calculated with the ωB97M-V functional and the def2-TZVPD basis.

The geometry in ORCA input format:
```
! wB97M-V def2-TZVPD RIJCOSX def2/J DEFGRID3
* xyz 0 1
H 2.193 -0.233 0.135
H 0.989 0.791 0.781
H 0.139 -1.291 -1.460
C 0.275 -1.195 0.551
H -0.392 -1.541 1.285
C 1.347 -0.153 0.860
C -0.267 -1.585 -0.596
I -0.836 2.107 -2.358
H 1.752 -0.239 1.849
N -1.251 2.212 -0.371
H -1.075 -2.200 -0.516
H -0.700 1.434 -0.035
H -2.175 1.893 -0.123
*
```

The value obtained for the energy above the lowest of the compared OMol25 structures with the same formula, charge and spin is 120.82 kJ/mol. For the maximum force, the calculation gives 4.002 eV Å⁻¹. Its HOMO-LUMO gap is 9.1 eV.

natural (NBO) atomic charge list, values in e, 2 entries: 0.22 0.21


Record 3
Below is a cluster of 2 separate species, C8H10N2O2 in total, with properties calculated with the ωB97M-V functional and the def2-TZVPD basis.

The geometry in ORCA input format:
```
! wB97M-V def2-TZVPD RIJCOSX def2/J DEFGRID3
* xyz 0 1
N -2.240 -0.099 -0.837
H -3.083 -1.982 -1.080
C -2.631 -1.285 -0.402
C -2.377 -1.429 0.966
N -1.745 0.542 0.237
C 2.137 -1.128 -0.025
H -2.584 -2.278 1.585
H 3.625 -0.633 -1.597
H 2.115 -1.240 1.048
C 1.829 0.240 -0.600
H 1.739 -1.979 -0.557
H 3.967 0.116 0.023
C 1.479 1.279 0.337
O -1.389 2.370 -1.137
C -1.242 1.799 0.078
H -1.737 1.670 -1.721
H -1.140 2.454 0.924
C -1.803 -0.236 1.349
O 1.999 1.787 1.280
H -1.429 0.108 2.293
C 3.237 -0.338 -0.633
H 1.273 0.261 -1.530
*
```

The value obtained for the energy above the lowest of the compared OMol25 structures with the same formula, charge and spin is 499.19 kJ/mol. For the maximum force, the calculation gives 1.871 eV Å⁻¹. Its HOMO-LUMO gap (alpha / beta) is 7.8 / 7.3 eV.

natural (NBO) atomic charge list, values in e, 2 entries: -0.33 0.21


Record 4
Below is a cluster of 5 separate species, C18H44IN4O8 in total, with properties calculated with the ωB97M-V functional and the def2-TZVPD basis.

The geometry in ORCA input format:
```
! wB97M-V def2-TZVPD RIJCOSX def2/J DEFGRID3
* xyz 1 1
C 4.665 -4.744 -2.331
O 2.155 2.098 2.740
C -2.609 -6.882 -2.609
H -0.548 -5.886 -0.374
H -1.884 -4.246 -4.913
C 5.969 -4.028 -1.995
H -3.654 -6.668 -2.837
C -6.839 4.654 3.805
C -5.959 3.722 2.978
H 3.321 -0.130 2.208
H 2.293 3.271 1.030
H -7.033 5.590 3.271
H -3.303 1.931 -1.017
H -1.354 -2.872 -3.920
C 3.452 2.598 3.052
H 6.061 -3.865 -0.916
O -6.271 4.910 5.085
O 3.531 -4.000 -1.889
H 0.838 -4.626 -1.954
H 4.168 2.414 2.248
C 1.766 2.385 1.403
H 3.798 2.086 3.950
H 4.843 -0.197 1.303
H -3.625 3.332 0.066
H 1.631 1.444 -0.518
N -1.061 2.746 -1.945
H 0.694 2.616 1.423
H 4.646 -5.701 -1.801
O -2.200 -6.020 -1.555
H 3.670 -2.755 -3.568
C 1.988 1.186 0.486
H 3.450 -1.157 0.753
H 2.289 -2.490 -2.490
H -2.456 -4.108 -3.240
N -2.999 2.810 -0.571
H 1.418 0.316 0.829
C 2.929 -3.252 -2.938
C -1.785 3.332 -0.841
N 0.035 4.536 -0.881
H -0.303 -6.827 -1.852
H 2.314 -3.917 -3.553
C 5.718 -1.676 -1.904
C -5.589 6.157 5.139
O 3.369 0.869 0.365
O -0.464 -4.689 -3.519
H 0.982 3.420 -2.676
H -4.934 6.149 6.012
C -0.244 -4.669 -2.111
H -3.984 3.866 4.584
O 6.085 -2.795 -2.701
C -3.662 3.897 3.542
I 1.507 5.933 -0.549
H 3.391 3.669 3.259
H -2.522 -7.924 -2.285
H -6.316 6.967 5.248
H 6.544 -1.417 -1.238
H 4.813 -1.864 -1.322
H -7.802 4.162 3.976
H 5.531 -0.836 -2.575
H -1.444 4.941 0.646
C 0.134 3.563 -1.930
O -4.701 4.326 2.668
C -1.606 -3.936 -3.904
H -3.309 2.910 3.231
H -2.019 -6.733 -3.516
C 3.756 -0.210 1.209
H -2.838 4.608 3.455
N -1.124 4.405 -0.169
H -6.462 3.519 2.028
C -0.781 -5.931 -1.443
H -4.978 6.332 4.250
H 4.597 -4.955 -3.404
H -5.811 2.765 3.489
H 6.806 -4.659 -2.310
H -0.683 -3.770 -1.664
*
```

For the maximum force, the calculation gives 6.565 eV Å⁻¹. Its HOMO-LUMO gap is 5.6 eV.

Mulliken atomic charge list, values in e, 2 entries: -0.51 -0.43


Record 5
Below is an isolated molecule of C2H7NO2S2, with properties calculated with the ωB97M-V functional and the def2-TZVPD basis.

The geometry in ORCA input format:
```
! wB97M-V def2-TZVPD RIJCOSX def2/J DEFGRID3
* xyz 0 1
O -0.841 -1.599 0.612
H -0.898 0.013 1.840
H -1.181 -0.203 -1.281
S -0.441 2.078 -0.673
H 2.445 -0.983 -1.093
O 1.554 -1.320 1.507
H -1.529 2.867 -0.923
H -2.409 0.737 -0.318
H 2.151 0.570 -1.133
C -1.340 0.391 -0.450
H -0.080 -2.012 1.167
S 1.391 -0.043 0.815
C -0.624 -0.206 0.757
N 1.801 -0.290 -0.828
*
```

The value obtained for the energy above the lowest of the compared OMol25 structures with the same formula, charge and spin is 249.56 kJ/mol. For the maximum force, the calculation gives 4.724 eV Å⁻¹. Its HOMO-LUMO gap is 9.5 eV.

natural (NBO) atomic charge list, values in e, 2 entries: -0.73 0.20